C2H4N2O | ωB97M-V/def2-TZVPD

Output
* relative energy (zero: lowest compared OMol25 entry of this formula, charge and spin): 192.5 kJ/mol
* HOMO-LUMO gap: 9.1 eV
* DFT total energy: -7164.485 eV
* lowest unoccupied orbital energy: 0.802 eV
* largest force on an atom: 0.83 eV Å⁻¹
* HOMO level: -8.3 eV

Last column: Löwdin charge in e.
Geometry (Å):
1 N 1.3306 -0.1843 -0.1117  0.034
2 C 0.3880 -0.1856 0.8033  -0.280
3 N -0.8518 -0.2689 0.3383  0.026
4 C -0.8359 0.2597 -1.2233  -0.220
5 O -1.8921 0.3705 -1.7444  0.018
6 H 2.2586 0.0945 0.1716  0.086
7 H 0.5965 -0.0776 1.8726  0.130
8 H -1.6320 -0.1507 0.9732  0.112
9 H 0.6381 0.1425 -1.0795  0.092

Atomic forces in eV per Å
-0.031 0.031 0.134
-0.058 0.027 -0.104
0.122 -0.033 0.184
-0.695 0.084 -0.449
0.642 -0.074 0.385
-0.079 -0.064 0.009
-0.043 0.007 -0.187
0.093 -0.003 -0.052
0.048 0.024 0.080

C25H63BrN2O11PS | ωB97M-V/def2-TZVPD

Output
* HOMO-LUMO gap: 6.6 eV
* DFT total energy: -142604.696 eV
* lowest unoccupied orbital energy: -5.167 eV
* largest force on an atom: 5.94 eV Å⁻¹
* HOMO level: -11.8 eV
* net charge: +1

Last column: Löwdin charge in e.
Geometry (Å):
1 C -2.0034 -4.4840 2.1015  -0.115
2 C -3.4167 -4.0369 2.7177  -0.235
3 C -3.4534 -2.4357 2.7266  -0.206
4 C -2.4497 -1.7528 3.7765  -0.241
5 O -1.3468 -1.0622 3.0989  -0.268
6 P -1.6697 0.5522 2.7675  0.724
7 Br -3.9097 1.0243 2.7897  0.687
8 N -0.9760 1.5736 4.0572  -0.055
9 C -1.6793 2.6925 3.9707  -0.778
10 S -2.5354 4.0917 4.1593  0.805
11 N -1.0616 1.1722 1.2616  -0.084
12 C 0.1749 0.5258 0.7715  -0.350
13 C 1.2679 1.5067 0.0868  0.024
14 O 0.4469 -0.6934 0.7792  0.037
15 C -2.0939 1.3578 0.2053  -0.436
16 C -2.8706 0.2117 -0.5745  -0.002
17 O -2.3489 2.5506 -0.1191  0.080
18 H -1.1624 -4.0929 2.7694  0.063
19 H -1.9058 -4.0282 1.0589  0.081
20 H -2.0177 -5.6167 1.9803  0.085
21 H -3.6647 -4.5120 3.7268  0.115
22 H -4.2232 -4.3846 1.9646  0.119
23 H -4.5012 -1.9961 2.9413  0.104
24 H -3.1460 -2.0892 1.6791  0.089
25 H -1.9718 -2.6155 4.3822  0.130
26 H -2.9848 -1.0996 4.5538  0.110
27 H 1.0122 1.6874 -1.0163  0.112
28 H 2.3291 1.1000 0.1995  0.083
29 H 1.2232 2.5237 0.6178  0.091
30 H -2.8906 -0.8040 -0.0583  0.071
31 H -2.4867 0.0566 -1.6541  0.105
32 H -3.9673 0.5610 -0.6597  0.112
33 C 0.0724 -1.9976 -4.3037  -0.071
34 C 0.3815 -0.5894 -3.8381  -0.305
35 O -0.2092 -0.3514 -2.5625  -0.114
36 H -1.0081 -2.1522 -4.3683  0.081
37 H 0.5153 -2.1913 -5.2835  0.059
38 H 0.4577 -2.7338 -3.5920  0.078
39 H -0.0236 0.1432 -4.5396  0.114
40 H 1.4619 -0.4321 -3.7598  0.104
41 H 0.1616 -0.9985 -1.9447  0.063
42 C 3.6044 -1.0722 -7.4707  -0.095
43 C 2.6060 -1.7898 -8.3574  -0.318
44 O 1.3761 -1.9737 -7.6648  -0.099
45 H 3.7834 -1.6424 -6.5552  0.074
46 H 4.5554 -0.9299 -7.9890  0.075
47 H 3.2194 -0.0939 -7.1672  0.070
48 H 2.9843 -2.7741 -8.6401  0.115
49 H 2.4133 -1.2185 -9.2707  0.110
50 H 1.0430 -1.0986 -7.4261  0.075
51 C 4.3368 -1.5312 -0.3532  -0.082
52 C 3.3007 -2.2216 -1.2179  -0.297
53 O 2.0786 -2.3734 -0.5012  -0.108
54 H 4.5199 -2.1054 0.5580  0.072
55 H 5.2801 -1.4149 -0.8922  0.081
56 H 3.9852 -0.5427 -0.0422  0.057
57 H 3.6470 -3.2157 -1.5080  0.118
58 H 3.1048 -1.6447 -2.1281  0.100
59 H 1.7685 -1.4875 -0.2531  0.019
60 C 4.0932 5.1703 -1.0904  -0.083
61 C 3.2311 4.2275 -0.2763  -0.327
62 O 3.7304 2.8964 -0.3728  -0.111
63 H 4.1118 4.8638 -2.1391  0.067
64 H 3.7171 6.1942 -1.0290  0.080
65 H 5.1275 5.1534 -0.7344  0.077
66 H 2.2040 4.2312 -0.6489  0.099
67 H 3.2174 4.5222 0.7784  0.112
68 H 4.6355 2.9005 -0.0335  0.095
69 C 1.0492 6.8250 -4.3891  -0.094
70 C 1.8959 5.7631 -5.0621  -0.317
71 O 2.3470 4.8126 -4.1031  -0.097
72 H 1.6222 7.3362 -3.6111  0.075
73 H 0.7011 7.5644 -5.1141  0.076
74 H 0.1795 6.3747 -3.9010  0.071
75 H 2.7738 6.2137 -5.5292  0.115
76 H 1.3242 5.2392 -5.8347  0.108
77 H 1.5656 4.4117 -3.7006  0.078
78 C 2.5520 -1.5554 2.6994  -0.086
79 C 2.4865 -2.0140 4.1426  -0.303
80 O 2.5453 -0.8939 5.0195  -0.079
81 H 3.4742 -0.9975 2.5158  0.083
82 H 2.5129 -2.4067 2.0168  0.078
83 H 1.7235 -0.8842 2.4708  0.038
84 H 3.3294 -2.6682 4.3745  0.119
85 H 1.5590 -2.5636 4.3361  0.099
86 H 1.7925 -0.3241 4.8157  0.065
87 C -6.3135 4.8762 1.0812  -0.086
88 C -7.1730 3.9284 1.8937  -0.309
89 O -6.6627 2.6016 1.8031  -0.120
90 H -6.2865 4.5669 0.0333  0.081
91 H -6.6978 5.8972 1.1376  0.080
92 H -5.2803 4.8687 1.4427  0.064
93 H -8.1972 3.9222 1.5165  0.119
94 H -7.1950 4.2257 2.9469  0.110
95 H -5.7607 2.6126 2.1465  -0.038
96 C -1.3073 -6.5148 6.7962  -0.088
97 C -0.8606 -6.2170 5.3790  -0.308
98 O -0.9377 -4.8176 5.1221  -0.122
99 H -2.3328 -6.1713 6.9555  0.077
100 H -1.2581 -7.5861 7.0039  0.080
101 H -0.6782 -5.9873 7.5191  0.075
102 H -1.5044 -6.7279 4.6599  0.112
103 H 0.1695 -6.5479 5.2162  0.114
104 H -0.3590 -4.3724 5.7559  0.085

Atomic forces in eV per Å
-0.801 0.202 0.265
0.017 0.365 -1.190
-0.404 0.552 0.244
-1.248 -2.581 1.364
-0.975 4.242 -0.647
0.428 -0.776 0.835
1.746 -0.992 -0.265
-3.809 2.296 -2.834
0.258 0.809 1.937
2.879 -4.325 -0.770
-0.627 -2.365 1.711
3.904 -2.015 -2.477
-1.041 0.645 0.929
-2.593 4.176 0.710
-2.442 4.209 -3.413
-0.499 -0.348 0.171
1.410 -4.835 1.775
-1.019 -0.940 -1.037
-0.077 -0.580 1.367
0.429 1.507 0.332
0.563 0.806 -1.304
1.114 0.590 1.333
1.539 -0.925 -0.427
-0.452 -0.431 1.400
-0.375 1.533 -1.036
0.893 -0.663 -1.333
0.264 -0.506 1.553
-1.793 0.320 -0.198
0.051 -1.507 -0.810
0.338 1.385 -0.552
-0.165 0.489 1.875
1.833 -0.346 0.204
-0.035 -0.078 -0.114
0.127 -0.464 -0.049
-0.147 0.324 0.527
0.072 0.089 -0.058
-0.008 -0.078 0.072
0.102 0.054 -0.061
-0.033 0.057 0.227
0.015 0.033 -0.162
-0.054 -0.034 -0.213
0.152 -0.017 0.048
0.003 0.339 0.152
-0.219 -0.108 0.106
0.017 -0.036 -0.123
-0.038 0.052 0.069
0.059 0.022 -0.118
-0.213 0.028 0.066
0.169 -0.061 -0.075
0.062 -0.186 -0.125
0.182 -0.043 0.002
-0.081 0.211 0.173
-0.116 0.042 -0.336
0.028 -0.020 -0.145
-0.044 0.053 0.055
0.064 0.025 -0.105
-0.171 0.051 0.035
0.196 -0.044 -0.117
0.203 -0.486 0.104
0.037 0.077 -0.167
0.495 0.202 -0.029
0.037 -0.245 0.094
-0.154 0.064 0.096
0.074 -0.034 -0.017
-0.085 0.085 0.122
0.084 -0.147 -0.004
-0.135 0.132 -0.003
-0.169 0.002 -0.150
-0.004 0.160 0.003
-0.330 -0.001 0.187
0.159 -0.205 0.111
0.020 -0.013 -0.130
-0.038 -0.027 0.082
-0.037 0.019 -0.125
0.017 -0.188 0.120
0.022 0.151 -0.127
0.177 0.087 -0.114
0.212 -0.175 0.141
-0.153 0.339 -0.211
0.008 0.067 0.250
0.002 -0.119 0.090
-0.094 0.145 -0.055
0.073 -0.209 0.157
-0.069 0.155 0.145
0.031 -0.199 -0.114
0.197 -0.105 0.067
-0.044 0.083 -0.116
0.324 0.245 0.032
0.010 -0.468 0.043
-0.081 0.039 0.088
0.084 -0.039 -0.008
-0.036 0.082 0.063
0.117 -0.212 0.056
-0.140 0.125 -0.036
-0.263 0.286 -0.175
-0.102 -0.062 0.064
0.124 -0.054 0.372
-0.012 0.474 -0.112
0.051 -0.092 -0.074
0.011 0.080 0.045
0.056 -0.121 -0.033
0.057 0.215 -0.046
-0.068 -0.151 -0.032
-0.101 -0.162 -0.101